--- P ---
A 2-piece molecular cluster, C5H13NO2 overall, computed with the ωB97M-V functional and the def2-TZVPD basis.

Properties
**Orbital gap**: 10.36 eV

Geometry as ORCA input:
```
! wB97M-V def2-TZVPD RIJCOSX def2/J DEFGRID3
* xyz 0 1
O 1.2867 -1.5034 1.1233
C 0.4708 -1.9050 0.4028
C -0.1019 -1.1096 -0.7761
C -0.2760 0.3799 -0.5458
C -1.1290 1.0752 -1.6392
C -0.8392 0.5583 0.8330
N -1.3462 -1.8991 -1.0119
H 0.0887 -2.9126 0.4072
H 0.5812 -1.4113 -1.6356
H 0.6374 0.9821 -0.5801
H -0.6760 2.0355 -1.6378
H -1.2861 0.5167 -2.5259
H -2.1934 1.1970 -1.2456
H -1.3335 -0.1923 1.3316
H -1.4853 1.5168 0.7623
H 0.1148 0.7527 1.5195
H -1.6954 -1.8246 -1.9121
H -2.1806 -1.6121 -0.4001
H 3.8809 1.1550 2.0269
H 3.9482 2.1944 3.1649
O 3.5339 2.0064 2.3385
*
```

--- Q ---
One molecule with the formula C5H13NO2, computed with the ωB97M-V functional and the def2-TZVPD basis.

Properties
**Orbital gap**: 9.97 eV

Geometry as ORCA input:
```
! wB97M-V def2-TZVPD RIJCOSX def2/J DEFGRID3
* xyz 0 1
C 0.7499 -1.6066 -0.3510
C 0.1990 -0.1820 -0.1958
C -0.7455 0.2632 -1.3044
C -0.7436 1.7628 -1.4878
O -0.5488 -0.4945 -2.5062
N -0.4252 0.0943 1.0971
C 0.4665 0.2495 2.1996
O 0.8571 -0.9999 2.7573
H 1.6012 -1.8104 0.2788
H 1.0528 -1.7875 -1.3509
H -0.0449 -2.3150 -0.0898
H 1.1123 0.4192 -0.1860
H -1.7426 -0.0293 -0.9565
H -1.2764 2.1284 -0.6012
H -1.3115 2.0992 -2.3589
H 0.2358 2.2366 -1.5100
H -0.4120 0.1294 -3.2296
H -1.0756 -0.6666 1.2622
H 1.3774 0.7386 1.8615
H -0.0660 0.8300 2.9593
H 0.7401 -1.0591 3.7123
*
```

Stability, lowest: P

--- P ---
A 3-piece molecular cluster, C5H13NO2 overall, computed with the ωB97M-V functional and the def2-TZVPD basis.

Properties
**Orbital gap**: 7.83 eV

Geometry as ORCA input:
```
! wB97M-V def2-TZVPD RIJCOSX def2/J DEFGRID3
* xyz 0 1
N -0.1758 -2.0403 2.5773
C -0.3184 -1.0469 1.5903
C -1.2550 -0.9336 0.6387
C -1.5628 0.3287 0.0019
C -0.8802 1.5164 0.1239
C -0.7905 2.8696 -0.4448
H 0.6746 -2.5663 2.6623
H -1.0171 -2.5870 2.8034
H 0.4201 -0.2801 1.9234
H -1.9067 -1.7752 0.2682
H -2.5291 0.3003 -0.6241
H -0.0723 1.5406 0.7948
H -1.7864 3.1991 -0.7852
H -0.5341 3.5812 0.3533
H -0.3903 2.6605 -1.3052
H 1.6844 -2.4013 -2.4959
H 1.2682 -2.3509 -1.0610
O 0.9319 -2.3148 -1.9629
H 3.1548 1.1267 -2.3226
H 2.5797 0.1415 -1.2234
O 2.5049 1.0319 -1.5125
*
```

--- Q ---
A 2-piece molecular cluster, C5H13NO2 overall, computed with the ωB97M-V functional and the def2-TZVPD basis.

Properties
**Orbital gap**: 9.09 eV

Geometry as ORCA input:
```
! wB97M-V def2-TZVPD RIJCOSX def2/J DEFGRID3
* xyz 0 1
O 1.2942 2.1070 -0.5996
C 1.2079 1.2805 -1.4716
C 1.4362 -0.1745 -1.3710
C 0.3089 -0.8368 -0.8908
C 0.4101 -1.3408 0.4968
C -0.5625 -0.6588 1.4857
N -0.2096 0.5597 2.3267
H 0.7070 1.5805 -2.4007
H 2.2866 -0.2472 -0.6851
H 1.6977 -0.4446 -2.4511
H -0.6580 -0.3445 -1.1379
H 0.2911 -1.8100 -1.4461
H 0.1966 -2.5166 0.5362
H 1.3392 -1.2271 0.9930
H -1.4845 -0.2489 0.9503
H -0.9871 -1.3601 2.2618
H 0.3364 0.2532 3.1222
H 0.2944 1.2803 1.7405
H -3.5768 -1.1125 0.0358
H -3.3265 0.0517 -0.7769
O -2.8506 -0.5308 -0.2159
*
```

Stability, lowest: P

--- P ---
One molecule with the formula C4H8N4, computed with the ωB97M-V functional and the def2-TZVPD basis.

Properties
**Orbital gap**: 8.88 eV

Geometry as ORCA input:
```
! wB97M-V def2-TZVPD RIJCOSX def2/J DEFGRID3
* xyz 0 1
C 0.4644 0.5915 0.1012
C -1.0025 0.5651 0.0827
N 2.4078 -0.5981 -0.0482
N 1.0719 1.8313 0.0987
C -1.5896 -0.7669 -0.2973
C -1.3044 -1.9496 0.2452
N 1.0409 -0.5292 -0.1567
N -1.5927 1.6958 0.0550
H 2.7289 -1.5196 -0.3175
H 2.9018 0.1447 -0.5383
H 1.9180 1.9027 0.6436
H 0.3884 2.5656 0.2308
H -2.5985 1.6269 -0.0931
H -2.5264 -0.6556 -0.8384
H -1.9346 -2.8070 0.0677
H -0.3735 -2.0975 0.7645
*
```

--- Q ---
One molecule with the formula C4H8N4, computed with the ωB97M-V functional and the def2-TZVPD basis.

Properties
**Orbital gap**: 8.75 eV

Geometry as ORCA input:
```
! wB97M-V def2-TZVPD RIJCOSX def2/J DEFGRID3
* xyz 0 1
C 1.4830 0.7789 0.7245
C 0.2095 -0.8668 -0.1143
C -2.3154 -1.1097 -0.8891
C -2.2358 -1.1106 0.6144
H 2.8237 2.8316 -1.0592
H 3.0287 2.5920 0.6111
H 1.8672 1.0712 1.7077
H 0.8206 -1.2922 -0.9757
H -2.1388 -0.1641 -1.3319
H -2.7707 -2.0389 -1.3298
H -2.7348 -2.0424 1.0580
H -2.4412 -0.1006 1.1296
N 3.0797 2.1319 -0.4007
N 1.9560 1.0028 -0.5603
N 0.4228 -0.1219 0.8717
N -1.0544 -1.5611 -0.0562
*
```

Stability, lowest: Q

--- P ---
One molecule with the formula C4H8N4, computed with the ωB97M-V functional and the def2-TZVPD basis.

Properties
**Orbital gap**: 8.88 eV

Geometry as ORCA input:
```
! wB97M-V def2-TZVPD RIJCOSX def2/J DEFGRID3
* xyz 0 1
C 2.6700 -0.1235 0.0428
C 0.1535 -0.1601 -0.0520
C 0.0042 1.2669 0.0028
C -1.3572 1.4948 -0.0287
H 2.7317 0.0416 1.3204
H 3.3832 -0.7903 -0.4812
H 2.3533 1.0755 -0.3601
H 0.6584 2.1392 -0.0342
H -1.8519 2.5052 -0.3460
H -2.6957 0.1498 -0.6336
H -0.5750 -2.3256 -0.5276
H -1.8438 -2.3454 0.9043
N 1.2847 -0.7892 -0.0717
N -2.1394 0.3815 0.1404
N -1.1823 -0.6223 0.3244
N -1.5937 -1.8981 -0.1999
*
```

--- Q ---
One molecule with the formula C4H8N4, computed with the ωB97M-V functional and the def2-TZVPD basis.

Properties
**Orbital gap**: 8.01 eV

Geometry as ORCA input:
```
! wB97M-V def2-TZVPD RIJCOSX def2/J DEFGRID3
* xyz 0 1
C -2.1167 -0.0733 0.6267
C 1.7250 -1.1660 -0.0361
C 2.1411 0.1097 0.3364
C 1.0015 1.1224 -0.1253
H -1.8098 -1.0180 0.8470
H -1.9401 0.5249 1.5776
H -3.2952 -0.1869 0.3736
H -1.6292 -0.3839 -1.4306
H -0.0540 -1.9184 -1.2065
H 2.0672 -2.3703 0.0220
H 2.8543 0.4324 1.0874
H 1.4224 2.9057 -0.0624
N -1.3578 0.5600 -0.6337
N -0.0253 0.1944 -0.5963
N 0.3645 -1.1167 -0.5035
N 0.6521 2.3838 -0.2764
*
```

--- R ---
One molecule with the formula C4H8N4, computed with the ωB97M-V functional and the def2-TZVPD basis.

Properties
**Orbital gap**: 9.33 eV

Geometry as ORCA input:
```
! wB97M-V def2-TZVPD RIJCOSX def2/J DEFGRID3
* xyz 0 1
C 2.4907 0.1150 -0.0254
C -0.2604 -0.4578 0.7401
C -2.3361 -0.3472 -0.6253
C -2.2218 1.0497 0.0416
H 1.1958 1.2348 -0.7304
H 3.5670 -0.1554 0.5091
H 1.9078 -1.7424 -0.4880
H -0.0074 -0.5979 1.8999
H -1.8644 -0.5348 -1.6240
H -3.3270 -0.8961 -0.2457
H -1.6240 1.8501 -0.4684
H -3.0499 1.6281 0.7299
N 2.1871 1.3996 -0.0665
N 1.6312 -0.9494 -0.0259
N 0.2938 -0.5574 -0.5321
N -1.6596 -0.3135 0.5719
*
```

Stability, lowest: R